1.
Here is C30H46O3 in the gas phase from the OMol25 dataset. Energies are from wB97M-V/def2-TZVPD.

HOMO level = -8.8 eV
SMILES string = C/C(=C/CC[C@H](C)[C@@H]1CC[C@@]2(C)[C@@H]3CC[C@H]4C(C)(C)C(=O)CC[C@]4(C)C3=CC[C@@]12C)C(=O)O
lowest unoccupied orbital energy = 0.63 eV
charge = 0
Kohn-Sham gap = 9.413 eV

Cartesian coordinates (Å):
C: 5.04222 -5.78311 -3.80490
C: 4.93451 -4.83633 -2.64731
C: 4.48834 -3.58022 -2.78494
C: 4.34920 -2.56674 -1.70412
H: 5.34604 -2.33744 -1.32041
H: 3.80748 -3.00935 -0.86882
C: 3.66192 -1.29539 -2.20200
H: 4.30512 -0.84448 -2.96363
H: 2.72808 -1.57008 -2.69073
C: 3.38401 -0.22332 -1.13186
C: 4.59203 -0.05555 -0.20626
H: 4.70078 -0.91148 0.45393
H: 4.47493 0.83596 0.40685
H: 5.50517 0.05537 -0.78727
H: 3.26696 0.72668 -1.66603
C: 2.10420 -0.41482 -0.29241
H: 2.31045 0.04292 0.68281
C: 1.63714 -1.83535 0.00603
H: 1.46219 -2.39653 -0.91069
H: 2.34323 -2.38797 0.62413
C: 0.32397 -1.58856 0.74306
H: -0.34464 -2.44637 0.68471
H: 0.54014 -1.40811 1.79564
C: -0.30817 -0.32844 0.10212
C: -1.56500 -0.72570 -0.67754
H: -1.98663 0.12811 -1.20016
H: -1.34618 -1.50634 -1.39956
H: -2.32406 -1.11465 -0.00346
C: 0.81524 0.27678 -0.81275
C: 0.91297 1.81052 -0.65136
C: -0.42035 2.43930 -0.41964
C: -1.23093 1.93909 0.50962
C: -0.69514 0.70856 1.20112
C: -1.57974 0.11484 2.30533
C: -2.52328 1.14763 2.90486
H: -3.14670 0.65877 3.65507
H: -1.95212 1.93085 3.40264
C: -3.39016 1.72979 1.79254
H: -3.72278 0.88236 1.18092
C: -2.54563 2.61697 0.85834
C: -3.36201 2.86841 -0.42744
C: -4.86786 3.02460 -0.15939
C: -5.17233 3.42373 1.26385
O: -5.82909 4.39733 1.54028
C: -4.66569 2.43670 2.31007
C: -5.79678 1.40043 2.46473
H: -5.50548 0.64034 3.18642
H: -6.70152 1.88689 2.82243
H: -6.02251 0.90744 1.52145
C: -4.51305 3.14359 3.66119
H: -4.46195 2.42347 4.47307
H: -5.38140 3.77988 3.81939
H: -3.62857 3.76918 3.69653
H: -5.30484 3.76092 -0.83518
H: -5.37206 2.07143 -0.33270
H: -2.99244 3.77277 -0.91014
H: -3.20981 2.04257 -1.12474
C: -2.20705 3.97866 1.48531
H: -1.55134 4.53480 0.81956
H: -1.68574 3.85864 2.43155
H: -3.10536 4.56956 1.64330
H: -2.17869 -0.71014 1.91944
H: -0.94837 -0.29500 3.09630
H: 0.24528 1.01639 1.67862
H: -0.67296 3.31196 -1.00145
H: 1.55044 2.03807 0.21091
H: 1.39121 2.24638 -1.52837
C: 0.58218 0.00407 -2.30120
H: 0.47311 -1.05549 -2.51105
H: 1.41891 0.38151 -2.88367
H: -0.31213 0.51836 -2.64261
H: 4.20195 -3.25474 -3.77826
C: 5.34286 -5.35748 -1.33364
O: 5.34855 -4.74338 -0.29089
O: 5.73140 -6.64681 -1.38058
H: 5.98951 -6.93660 -0.49244
H: 6.07141 -6.11720 -3.92363
H: 4.71596 -5.30292 -4.72346
H: 4.43141 -6.66650 -3.62743

***

2.
Here is a molecular structure, C30H46O3P2Sc from the OMol25 dataset. Energies are from wB97M-V/def2-TZVPD.

HOMO level (alpha / beta) = -7.4 / -7.7 eV
lowest unoccupied orbital energy (alpha / beta) = -2.44 / -2.51 eV
charge = +1
Kohn-Sham gap (alpha / beta) = 4.980 / 5.204 eV

Cartesian coordinates (Å):
Sc: -0.85077 -0.56475 1.65367
C: 0.83150 0.73415 2.71753
C: -0.45318 1.36194 2.81920
C: -0.50994 -0.60484 4.04853
C: 0.80776 -0.45092 3.51627
C: -1.28744 0.52279 3.64585
C: 2.04710 1.23543 2.03705
H: 1.89996 2.26555 1.68810
H: 2.33666 0.61498 1.17638
H: 2.89267 1.22167 2.73505
C: 2.01136 -1.18850 3.95819
H: 2.85527 -0.49924 4.14085
H: 2.33474 -1.91318 3.19993
H: 1.82051 -1.75306 4.88202
C: -0.89127 -1.67055 5.00891
H: -0.32497 -1.57669 5.94806
H: -0.67718 -2.67191 4.61574
H: -1.95872 -1.63137 5.25832
C: -2.68820 0.77969 4.06666
H: -2.78463 0.67152 5.15493
H: -3.39959 0.07689 3.61283
H: -2.99606 1.79403 3.79167
C: -0.84894 2.63023 2.15516
H: -1.62313 3.14636 2.73903
H: -1.25515 2.46834 1.14028
H: 0.02162 3.29192 2.05716
C: 2.28577 0.12538 -2.22421
C: 2.57132 1.25234 -1.55423
C: 1.58825 2.35740 -1.23480
C: 0.83467 2.98303 -2.41828
C: -0.60173 2.39068 -2.66603
C: -1.11653 1.25065 -1.78039
C: -0.20305 0.02393 -1.47624
C: 0.86745 -0.26025 -2.53621
H: 2.12519 3.14746 -0.68631
H: 1.41305 2.98120 -3.34521
H: 0.83390 1.99912 -0.51150
H: 0.59031 0.23177 -3.47745
H: 3.04919 -0.60459 -2.52718
H: 3.60068 1.40351 -1.19524
H: 0.84207 -1.33219 -2.77452
H: 0.25904 0.13023 -0.47100
H: -1.47450 1.68822 -0.82728
H: -0.82478 -0.88887 -1.40144
H: 0.65576 4.04640 -2.18748
H: -1.25429 3.26729 -2.51824
P: -1.02379 1.94100 -4.37323
C: 0.44779 1.50071 -5.32695
C: -1.82509 3.39235 -5.12542
P: -2.70884 0.52107 -2.38653
C: -2.20842 0.56164 -4.16323
C: -4.02834 1.75495 -2.32721
C: -3.43809 -1.09326 -2.14376
H: 0.61457 0.42543 -5.38424
H: 1.34214 1.95109 -4.92041
H: 0.34217 1.82971 -6.37486
H: -2.03563 3.20453 -6.19428
H: -1.15486 4.25784 -5.00725
H: -2.77114 3.62383 -4.61504
H: -3.89837 -1.40361 -3.09440
H: -4.22735 -1.03632 -1.38406
H: -2.69983 -1.84674 -1.84604
H: -1.74362 -0.40927 -4.42782
H: -3.13718 0.68347 -4.74745
H: -4.80747 1.40836 -1.63416
H: -4.48071 1.87114 -3.32403
H: -3.65959 2.73001 -1.98235
O: 3.97106 -3.65870 0.48878
C: 3.17704 -4.04305 1.49969
C: 3.71147 -4.80799 2.56080
C: 2.89214 -5.17640 3.62190
C: 1.52802 -4.84007 3.63384
C: 0.99208 -4.12484 2.57278
C: 1.80011 -3.65787 1.54207
C: 1.31297 -2.63624 0.59417
O: 1.94166 -2.38693 -0.44783
O: 0.18761 -2.04764 0.91016
H: 3.35285 -3.13797 -0.12556
H: 4.76255 -5.09843 2.52904
H: 3.31148 -5.73297 4.46458
H: 0.87663 -5.13925 4.45355
H: -0.06775 -3.86276 2.53066

***

3.
Here is a molecular structure, C30H47BF3IrN8S3 from the OMol25 dataset. Energies are from wB97M-V/def2-TZVPD.

HOMO level (alpha / beta) = -17.0 / -16.9 eV
lowest unoccupied orbital energy (alpha / beta) = -9.56 / -11.27 eV
<S²> = 0.7580
charge = +3
spin multiplicity = 2
Kohn-Sham gap (alpha / beta) = 7.392 / 5.675 eV

Cartesian coordinates (Å):
Ir: -2.64347 -0.51999 -2.45297
C: 1.93117 -1.96194 -4.09465
C: 1.68680 -1.81356 -2.62622
C: 2.38767 -2.51276 -1.68184
C: 2.11178 -2.36661 -0.29639
N: 1.16250 -1.56102 0.11753
N: 0.48622 -0.87087 -0.81228
B: -0.51988 0.10790 -0.28883
N: -1.13622 -0.12030 1.07161
N: -0.28053 0.01594 2.09603
C: -0.78273 -0.04980 3.31574
C: -2.16262 -0.29770 3.51639
C: -3.03157 -0.41085 2.46627
C: -4.49995 -0.64006 2.63906
C: -2.44867 -0.28376 1.18913
S: -3.44486 -0.23709 -0.22563
C: 0.17639 0.15393 4.47745
C: 1.17730 -1.00943 4.49607
C: 0.92213 1.47899 4.26140
C: -0.56416 0.20245 5.81504
N: -0.44841 1.57059 -0.71654
N: 0.77305 1.89578 -0.30353
C: 1.20999 3.12678 -0.49466
C: 0.35570 4.07456 -1.09307
C: -0.91817 3.74487 -1.49280
C: -1.83307 4.73917 -2.13792
C: -1.31300 2.40373 -1.30239
S: -2.90030 1.89375 -1.85495
C: 2.63944 3.40853 -0.07133
C: 2.77732 3.06975 1.42006
C: 3.01300 4.87092 -0.31028
C: 3.56341 2.49359 -0.89285
C: 0.66414 -0.98134 -2.13182
S: -0.41173 -0.07643 -3.14512
C: 2.89755 -3.09428 0.78192
C: 1.91536 -3.75651 1.75674
C: 3.82465 -4.15700 0.19057
C: 3.75451 -2.03448 1.49972
H: 2.86314 -2.49209 -4.27504
H: 1.97613 -0.99560 -4.59573
H: 1.11730 -2.53351 -4.54609
H: 3.16055 -3.20100 -1.99539
H: -2.54144 -0.38121 4.52538
H: -4.75688 -0.68839 3.69404
H: -4.80065 -1.57696 2.16621
H: -5.08031 0.16263 2.18034
H: 1.71805 -1.07023 3.55452
H: 0.67733 -1.96341 4.67553
H: 1.89669 -0.84899 5.29868
H: 1.47313 1.46618 3.32314
H: 1.62997 1.62815 5.07585
H: 0.23330 2.32686 4.25329
H: -1.06228 -0.74076 6.04836
H: -1.29339 1.01472 5.85760
H: 0.16284 0.38186 6.60558
H: 0.71412 5.08235 -1.25262
H: -1.38688 5.73037 -2.13262
H: -2.79204 4.78683 -1.61952
H: -2.03195 4.45992 -3.17471
H: 2.10905 3.67846 2.03298
H: 3.79995 3.26869 1.73892
H: 2.55863 2.01707 1.59780
H: 2.37725 5.55579 0.25503
H: 2.97770 5.13935 -1.36824
H: 4.03558 5.03116 0.02782
H: 3.33137 1.44160 -0.71609
H: 4.59684 2.67029 -0.59642
H: 3.48145 2.70071 -1.96202
H: 1.36571 -4.56355 1.26835
H: 1.19660 -3.03672 2.14737
H: 2.46783 -4.18481 2.59248
H: 3.27533 -4.93253 -0.34780
H: 4.35699 -4.64643 1.00509
H: 4.58087 -3.72719 -0.46920
H: 3.14252 -1.21478 1.87328
H: 4.50301 -1.61725 0.82213
H: 4.27942 -2.49475 2.33633
N: -4.75628 -0.79533 -2.65236
C: -5.11348 -0.48643 -4.06593
C: -4.14180 -1.25122 -4.93356
N: -2.76185 -0.85465 -4.52093
H: -4.98357 -1.76808 -2.44356
H: -5.32151 -0.23211 -2.01880
H: -5.01119 0.58915 -4.21664
H: -6.14548 -0.76067 -4.28374
H: -4.30146 -1.05077 -5.99186
H: -4.24393 -2.32497 -4.77312
H: -2.49631 0.00766 -4.99364
H: -2.08621 -1.56042 -4.81026
F: -1.55194 -3.05699 -3.24424
C: -2.32693 -2.51913 -2.26891
F: -1.69616 -2.81144 -1.10288
F: -3.46545 -3.25289 -2.26885

***

4.
Here is 13 unconnected molecules or ions with the total composition C30H47Cl25FNO3 from the OMol25 dataset. Energies are from wB97M-V/def2-TZVPD.

HOMO level = -9.4 eV
lowest unoccupied orbital energy = -0.09 eV
charge = 0
Kohn-Sham gap = 9.272 eV

Cartesian coordinates (Å):
C: 5.01638 0.77018 0.48457
C: 5.70558 0.80158 -0.86571
O: 4.80309 1.32616 -1.81618
C: 5.42381 1.74005 -3.01303
C: 4.36238 2.36468 -3.91245
C: 3.10726 1.52607 -3.97420
C: 3.15093 0.15286 -4.19672
C: 2.00833 -0.63683 -4.23603
C: 0.73851 -0.09836 -4.05194
C: -0.49268 -0.96583 -4.07732
C: -0.29200 -2.29760 -3.33301
C: -1.59690 -2.89216 -2.86386
F: -2.20840 -2.02571 -1.95763
C: 0.69247 1.27090 -3.84581
C: 1.84132 2.05936 -3.80690
C: 1.41901 3.45755 -3.52489
O: 2.06103 4.46792 -3.59862
N: 0.02392 3.43558 -3.16550
C: -0.17574 3.66779 -1.72081
C: -1.25841 4.71688 -1.41019
C: -2.31836 4.90798 -2.48613
Cl: -2.03115 4.22447 0.15736
C: -0.47335 2.16132 -3.62922
O: -1.63289 1.94742 -3.85018
H: 4.59947 1.75444 0.69776
H: 4.17782 0.07518 0.44228
H: 5.71151 0.47875 1.26853
H: 6.61838 1.40728 -0.82284
H: 5.99311 -0.21838 -1.15310
H: 6.19028 2.48673 -2.77856
H: 5.91008 0.89050 -3.51082
H: 4.09975 3.33417 -3.49858
H: 4.76307 2.47025 -4.92132
H: 4.11310 -0.32324 -4.34416
H: 2.10743 -1.69947 -4.41474
H: -0.70313 -1.17844 -5.13009
H: -1.32880 -0.42188 -3.64808
H: 0.21166 -3.01839 -3.97922
H: 0.32437 -2.11025 -2.44991
H: -2.28836 -3.08388 -3.68749
H: -1.42259 -3.83846 -2.34989
H: 0.76983 4.02742 -1.31308
H: -0.40407 2.73701 -1.19943
H: -0.79544 5.67426 -1.18554
H: -3.26025 5.19302 -2.01724
H: -2.02881 5.74015 -3.12668
H: -2.48010 4.01040 -3.07496
C: -2.31297 -7.31287 -1.58754
Cl: -3.15135 -6.57227 -2.95844
Cl: -0.64865 -6.73085 -1.43571
H: -2.84476 -7.06778 -0.67718
H: -2.28044 -8.38404 -1.74343
C: -4.79055 2.96852 2.16210
Cl: -6.35448 3.78628 2.09106
Cl: -3.60438 3.88182 3.10444
H: -4.92689 2.00323 2.63543
H: -4.40847 2.85884 1.15394
C: -3.18017 5.81274 6.38108
Cl: -1.49161 5.42344 6.73711
Cl: -3.63098 7.41778 6.97035
H: -3.32022 5.78826 5.30750
H: -3.80688 5.07594 6.86740
C: -4.59881 1.86051 7.58864
Cl: -5.05738 2.59610 6.05211
Cl: -2.95938 2.31072 8.07187
H: -5.28962 2.18939 8.35526
H: -4.63439 0.78401 7.46976
C: 1.13489 3.27233 8.75971
Cl: 2.40434 4.09392 9.68017
Cl: 1.79969 2.16656 7.54894
H: 0.53700 2.68425 9.44538
H: 0.53406 4.01862 8.25494
C: 0.82710 -9.95311 -3.36301
Cl: 2.04773 -11.20048 -3.08104
Cl: -0.80446 -10.51966 -2.97812
H: 1.04649 -9.10167 -2.72902
H: 0.85110 -9.67355 -4.40881
C: -1.93674 -1.17764 5.67742
Cl: -0.54916 -0.40955 6.45326
Cl: -3.01486 0.00890 4.92627
H: -1.57569 -1.84681 4.90607
H: -2.49674 -1.72077 6.42898
C: 0.45366 -0.03344 10.82212
Cl: 0.04980 -0.66069 12.42335
Cl: -0.92472 0.76193 10.04647
H: 1.25484 0.68956 10.92773
H: 0.76264 -0.86011 10.19420
C: 1.88416 -6.18611 -5.70862
Cl: 2.50848 -4.59162 -5.26915
Cl: 0.48149 -6.63603 -4.72934
H: 1.58414 -6.16293 -6.74908
H: 2.67079 -6.91338 -5.54869
C: -1.09082 -9.56667 1.90615
Cl: -0.60996 -9.89927 0.23793
Cl: -1.97738 -8.04319 2.06948
H: -1.73356 -10.37104 2.24153
H: -0.19860 -9.50554 2.51700
C: 2.54271 -0.14985 -8.29938
Cl: 1.55172 1.18024 -7.69048
Cl: 2.23794 -1.65566 -7.42284
H: 2.30930 -0.30850 -9.34484
H: 3.58566 0.11260 -8.17032
C: -2.69239 7.74640 0.58655
Cl: -4.44426 7.86537 0.77692
Cl: -2.11944 8.55069 -0.88546
H: -2.21912 8.21688 1.43956
H: -2.43272 6.69774 0.51570

***

5.
Here is a molecular structure, C30H47HgO15 from the OMol25 dataset. Energies are from wB97M-V/def2-TZVPD.

HOMO level = -9.3 eV
lowest unoccupied orbital energy = -9.29 eV
charge = +1
Kohn-Sham gap = 0.050 eV

Cartesian coordinates (Å):
Hg: 0.20451 0.08927 0.94895
C: -1.81901 3.42347 2.06978
C: -1.77327 2.12988 2.88274
O: -0.85410 1.21357 2.47953
H: -2.73788 3.93134 2.40497
H: -2.02312 3.24779 1.00809
H: -0.98906 4.10873 2.21501
H: -2.82086 1.75408 2.87642
H: -1.64225 2.42498 3.94002
O: 2.42785 0.45914 1.88039
C: 3.59865 0.69107 1.99243
O: 4.40853 -0.09100 2.72458
C: 5.80797 0.20813 2.44014
C: 5.74537 1.04350 1.16920
C: 4.39786 1.72779 1.22405
H: 6.27809 -0.74818 2.21695
H: 6.25564 0.61451 3.34333
H: 5.92135 0.42251 0.29254
H: 6.56063 1.77222 1.11596
H: 3.95943 1.84845 0.23767
H: 4.32212 2.65231 1.79745
O: -1.93144 -1.27601 0.94108
C: -3.04994 -1.65374 0.72966
O: -3.31486 -2.73903 -0.01979
C: -4.71831 -2.76983 -0.32386
C: -5.38767 -1.97553 0.78316
C: -4.32054 -0.89544 1.07677
H: -5.04953 -3.79102 -0.48486
H: -4.91818 -2.23523 -1.26008
H: -5.49203 -2.52560 1.72055
H: -6.37105 -1.57452 0.55165
H: -4.23418 -0.74490 2.15261
H: -4.46929 0.05092 0.56564
O: 0.85996 2.71268 0.02991
C: 0.52028 3.72120 -0.52086
O: 0.05721 3.73893 -1.78052
C: -0.21114 5.07745 -2.24534
C: -0.22915 5.94114 -0.98713
C: 0.59846 5.11483 0.02457
H: -1.14645 5.07314 -2.79614
H: 0.58998 5.41657 -2.90476
H: -1.23806 6.07625 -0.59615
H: 0.21265 6.93701 -0.97495
H: 0.08240 5.22722 0.97386
H: 1.60575 5.48644 0.20179
O: 0.52667 -1.28755 2.79277
C: 0.12047 -2.04347 3.63474
O: 0.79969 -3.09952 4.06537
C: 0.03612 -3.84959 5.04687
C: -1.18643 -2.97844 5.39152
C: -1.22451 -1.93180 4.29712
H: 0.66686 -4.14566 5.87694
H: -0.28974 -4.75372 4.52629
H: -0.96473 -2.57923 6.38329
H: -2.10973 -3.54773 5.45842
H: -1.57242 -0.91947 4.48561
H: -1.92300 -2.24039 3.50587
O: 2.16475 0.56820 -1.00965
C: 2.25703 0.43788 -2.19295
O: 2.07733 -0.74768 -2.82903
C: 1.97871 -0.56711 -4.27222
C: 2.77269 0.70577 -4.48627
C: 2.48300 1.51990 -3.24463
H: 0.92196 -0.49303 -4.52637
H: 2.49683 -1.43722 -4.66463
H: 2.55873 1.18645 -5.44437
H: 3.82833 0.44722 -4.59096
H: 1.61787 2.18034 -3.29459
H: 3.39089 2.09990 -3.07877
O: -1.01280 0.39900 -1.12630
C: -1.74853 0.66794 -2.03158
O: -2.32033 1.87414 -2.12000
C: -3.15999 1.99993 -3.26171
C: -2.84840 0.75840 -4.13075
C: -2.27760 -0.23270 -3.13780
H: -3.03631 2.95823 -3.76201
H: -4.21608 1.98249 -2.97730
H: -2.17961 1.00576 -4.95494
H: -3.78733 0.49648 -4.61964
H: -1.46826 -0.83909 -3.53121
H: -3.02080 -0.80907 -2.57934
O: 0.93875 -1.95956 -0.32341
C: 1.23133 -3.10560 -0.52899
O: 2.36595 -3.40556 -1.18686
C: 2.40197 -4.80971 -1.53469
C: 1.19405 -5.45988 -0.87123
C: 0.44679 -4.32910 -0.15543
H: 3.33331 -5.23632 -1.17224
H: 2.34470 -4.87146 -2.61982
H: 1.42676 -6.30330 -0.21940
H: 0.49397 -5.95791 -1.54689
H: 0.38394 -4.45142 0.92567
H: -0.58622 -4.21222 -0.48152

***

The highest charge belongs to which entry?
C30H47BF3IrN8S3

***

Number 5 is which compound?
C30H47HgO15

***

charge of number 2 (C30H46O3P2Sc)?
+1